Version a
DFT (ωB97M-V/def2-TZVPD) results for C3H6O2 in the gas phase.

The value obtained for the HOMO-LUMO gap is 11.09 eV. As for the spin multiplicity: 1. The HOMO energy is -10.165 eV.

Last column: Löwdin charge in e.
CARTESIAN COORDINATES (ANGSTROEM)
O 0.59 -1.25 1.21  -0.057
C 0.48 -1.05 -0.19  -0.211
C -0.43 0.08 -0.62  -0.265
C -0.64 1.26 0.21  -0.119
O 0.23 1.31 -0.90  -0.044
H 1.09 -0.51 1.58  0.084
H 1.46 -0.83 -0.65  0.129
H 0.13 -2.00 -0.59  0.122
H -1.21 -0.17 -1.35  0.142
H -0.16 1.32 1.19  0.109
H -1.55 1.85 0.12  0.113

Version b
DFT (ωB97M-V/def2-TZVPD) results for C3H6O2 in the gas phase.

The value obtained for the HOMO-LUMO gap (alpha / beta) is 7.60 / 7.59 eV. As for the spin multiplicity: 1. The HOMO energy (alpha / beta) is -8.953 / -8.946 eV.

Last column: Löwdin charge in e.
CARTESIAN COORDINATES (ANGSTROEM)
O -1.36 -0.59 -0.31  -0.239
C -0.94 0.69 0.03  -0.319
C 0.57 0.47 -0.07  -0.369
C 0.72 -0.81 0.66  0.261
O 0.77 -0.27 -1.28  -0.029
H -0.20 -0.64 -1.34  0.095
H -1.31 1.48 -0.65  0.123
H -1.18 0.99 1.07  0.119
H 1.31 1.26 0.05  0.151
H -0.05 -1.23 1.29  0.101
H 1.66 -1.34 0.55  0.107

Need the numbers? Relative energies in eV: version a 0.000; version b 3.150.

Version a
DFT (ωB97M-V/def2-TZVPD) results for 2 unconnected molecules or ions with the total composition C3H6O2.

The value obtained for the HOMO-LUMO gap is 10.63 eV. As for the spin multiplicity: 1. The HOMO energy is -9.818 eV.

Last column: Löwdin charge in e.
CARTESIAN COORDINATES (ANGSTROEM)
C -0.63 -0.37 1.45  -0.090
C -0.54 -0.27 0.01  -0.377
C 0.41 0.60 -0.82  -0.235
O -1.45 0.46 0.65  -0.021
O 1.39 -0.18 -1.46  -0.061
H -1.14 -1.25 1.68  0.095
H 0.13 0.23 1.97  0.134
H -0.96 -1.37 -0.85  0.231
H 0.72 1.26 -0.07  0.113
H -0.10 0.92 -1.66  0.105
H 2.18 -0.04 -0.90  0.108

Version b
DFT (ωB97M-V/def2-TZVPD) results for a molecular structure, C3H6O2.

The value obtained for the HOMO-LUMO gap (alpha / beta) is 8.50 / 8.50 eV. As for the spin multiplicity: 1. The HOMO energy (alpha / beta) is -8.914 / -8.916 eV.

Last column: Löwdin charge in e.
CARTESIAN COORDINATES (ANGSTROEM)
O -1.72 0.41 -1.08  -0.187
C -1.17 0.63 0.07  -0.455
C 0.22 -0.04 0.13  -0.195
C 1.24 -0.81 0.83  0.006
O 0.44 -1.25 -0.31  0.072
H -0.21 0.62 -1.80  0.121
H -1.11 1.67 0.46  0.128
H -1.54 0.00 0.93  0.156
H 0.56 0.76 -1.58  0.116
H 1.02 -1.37 1.74  0.120
H 2.28 -0.61 0.60  0.116

Version c
DFT (ωB97M-V/def2-TZVPD) results for C3H6O2 in the gas phase.

The value obtained for the HOMO-LUMO gap is 10.18 eV. As for the spin multiplicity: 1. The HOMO energy is -9.563 eV.

Last column: Löwdin charge in e.
CARTESIAN COORDINATES (ANGSTROEM)
C 0.60 -0.05 0.44  -0.356
C -0.03 0.95 -0.53  -0.049
C -0.89 0.07 0.35  -0.317
H 2.06 -0.82 -0.41  0.202
H 1.17 0.43 1.31  0.164
H 0.08 1.96 -0.14  0.098
H -0.05 0.83 -1.62  0.119
H -1.38 0.53 1.23  0.144
H -0.99 -1.66 -0.31  0.062
O 1.08 -1.24 -0.14  -0.076
O -1.65 -1.00 -0.17  0.010

Version d
DFT (ωB97M-V/def2-TZVPD) results for C3H6O2 in the gas phase.

The value obtained for the HOMO-LUMO gap is 10.19 eV. As for the spin multiplicity: 1. The HOMO energy is -9.660 eV.

Last column: Löwdin charge in e.
CARTESIAN COORDINATES (ANGSTROEM)
O -0.03 -1.63 0.02  -0.157
C -0.72 -0.50 -0.51  -0.241
C -0.47 0.77 0.37  -0.105
C 0.98 0.70 0.12  -0.228
O 1.69 -0.20 0.59  0.034
H -1.51 -1.21 -0.21  0.142
H -0.51 -0.27 -1.59  0.126
H -0.78 0.58 1.40  0.127
H -0.93 1.70 -0.01  0.119
H 1.41 1.31 -0.68  0.137
H 0.85 -1.26 0.50  0.046

Need the numbers? Relative energies in eV: version a 1.534; version b 3.921; version c 0.000; version d 0.571.

Version a
DFT (ωB97M-V/def2-TZVPD) results for C3H5N3S2 in the gas phase.

The value obtained for the HOMO-LUMO gap is 7.66 eV. As for the spin multiplicity: 1. The HOMO energy is -8.920 eV.

Last column: Löwdin charge in e.
CARTESIAN COORDINATES (ANGSTROEM)
C 0.74 0.09 -1.13  -0.814
C 0.18 -0.45 0.23  -0.782
C -1.35 0.45 1.95  -0.218
H 2.10 -1.65 -1.40  0.126
H 2.73 -0.42 -2.32  0.147
H -0.56 1.39 0.33  0.019
H -0.73 -0.16 2.87  0.168
H -2.71 0.95 3.14  0.026
N 1.88 -0.57 -1.66  -0.027
N -0.50 0.56 0.80  -0.032
N -2.44 1.22 2.19  0.078
S 0.23 1.47 -1.91  0.673
S 0.34 -2.04 0.76  0.635

Version b
DFT (ωB97M-V/def2-TZVPD) results for a molecular structure, C3H5N3S2.

The value obtained for the HOMO-LUMO gap is 8.38 eV. As for the spin multiplicity: 1. The HOMO energy is -8.529 eV.

Last column: Löwdin charge in e.
CARTESIAN COORDINATES (ANGSTROEM)
C 0.78 1.09 -1.52  -0.075
C -0.53 -0.68 1.47  -0.696
C 0.20 -0.98 0.05  -0.784
H 0.07 2.20 -1.64  0.158
H 0.56 0.40 -2.55  0.132
H 2.00 1.24 -1.41  0.134
H -0.76 1.82 -0.15  0.105
H -1.11 -3.01 1.82  0.072
N 0.17 0.32 -0.43  -0.243
N -0.32 1.21 0.57  -0.030
N -1.08 0.47 1.48  0.019
S -0.75 -1.72 2.97  0.631
S 0.79 -2.35 -0.65  0.577

Need the numbers? Relative energies in eV: version a 0.000; version b 3.185.

Version a
DFT (ωB97M-V/def2-TZVPD) results for 2 unconnected molecules or ions with the total composition C6H14N2O2.

The value obtained for the HOMO-LUMO gap is 9.72 eV. As for the spin multiplicity: 1. The HOMO energy is -9.164 eV.

Last column: Löwdin charge in e.
CARTESIAN COORDINATES (ANGSTROEM)
C -0.54 1.86 2.62  -0.003
C 2.19 0.69 0.34  -0.092
C 0.43 0.90 2.01  -0.473
O 0.05 -0.29 1.86  -0.001
N 1.63 1.43 1.46  -0.026
H -1.36 1.97 2.01  0.064
H 1.98 2.37 1.75  0.152
H 3.22 1.14 0.13  0.109
H -0.82 1.43 3.66  0.134
H -0.19 2.80 2.71  0.030
H 2.33 -0.35 0.60  0.085
H 1.45 0.88 -0.49  0.070
C -2.06 -2.05 -0.33  -0.104
C 0.38 -0.41 -2.71  -0.007
C -0.84 -1.14 -2.26  -0.536
O -1.67 -1.38 -3.09  0.066
N -0.84 -1.53 -0.87  -0.006
H -0.16 -0.98 -0.28  0.109
H -2.53 -1.31 0.33  0.089
H 0.91 0.26 -2.07  0.023
H -2.75 -2.31 -1.14  0.078
H -1.86 -3.01 0.11  0.072
H 1.00 -1.23 -2.84  0.077
H 0.06 0.27 -3.49  0.092

Version b
DFT (ωB97M-V/def2-TZVPD) results for 2 unconnected molecules or ions with the total composition C6H14N2O2.

The value obtained for the HOMO-LUMO gap is 9.66 eV. As for the spin multiplicity: 1. The HOMO energy is -9.126 eV.

Last column: Löwdin charge in e.
CARTESIAN COORDINATES (ANGSTROEM)
C -2.60 1.58 0.56  -0.071
C -1.36 -1.77 -0.67  -0.006
C -2.32 -0.71 -0.08  -0.537
O -3.26 -0.99 0.63  0.031
N -2.09 0.60 -0.46  0.006
H -1.18 0.97 -0.73  0.085
H -2.97 0.98 1.39  0.066
H -0.40 -1.43 -0.29  0.033
H -1.78 2.21 0.91  0.076
H -3.47 2.07 0.10  0.080
H -1.52 -2.78 -0.21  0.086
H -1.62 -1.99 -1.72  0.085
C 2.36 2.10 -0.13  0.005
C 2.76 -1.57 0.46  -0.094
C 2.07 0.60 -0.15  -0.525
O 0.90 0.27 -0.21  0.031
N 3.12 -0.31 -0.19  0.018
H 3.45 2.26 -0.20  0.081
H 3.94 0.03 0.30  0.120
H 1.97 -2.09 -0.10  0.079
H 1.76 2.51 -0.94  0.087
H 2.11 2.45 0.89  0.092
H 3.55 -2.31 0.45  0.081
H 2.32 -1.46 1.45  0.090

Need the numbers? Relative energies in eV: version a 0.484; version b 0.000.

Version a
DFT (ωB97M-V/def2-TZVPD) results for C2H2N2O3 in the gas phase.

The value obtained for the HOMO-LUMO gap (alpha / beta) is 6.46 / 10.32 eV. As for the spin multiplicity: 1. The HOMO energy (alpha / beta) is -8.192 / -10.226 eV.

Last column: Löwdin charge in e.
CARTESIAN COORDINATES (ANGSTROEM)
C 0.49 -0.73 -0.47  -0.067
C -0.86 -0.52 0.36  -0.473
N -0.26 1.68 -0.27  0.209
N 1.48 -0.79 0.17  -0.099
O 2.21 -0.92 1.07  0.117
O -1.39 -1.43 0.89  0.173
O -1.20 0.75 0.29  -0.011
H 0.31 -0.48 -1.47  0.110
H -0.79 2.45 -0.57  0.042

Version b
DFT (ωB97M-V/def2-TZVPD) results for C2H2N2O3 in the gas phase.

The value obtained for the HOMO-LUMO gap is 8.64 eV. As for the spin multiplicity: 1. The HOMO energy is -8.596 eV.

Last column: Löwdin charge in e.
CARTESIAN COORDINATES (ANGSTROEM)
N 1.60 0.37 0.14  0.129
C -0.69 -0.07 -0.14  -0.412
C -0.60 1.21 0.22  -0.108
O 1.31 -0.97 0.62  -0.110
O -1.88 -0.73 -0.18  0.070
N 0.48 -0.73 -0.46  0.028
O -0.75 2.37 0.28  0.186
H -1.74 -1.64 0.12  0.116
H 2.29 0.20 -0.60  0.100

Need the numbers? Relative energies in eV: version a 0.183; version b 0.000.

Version a
DFT (ωB97M-V/def2-TZVPD) results for 2 unconnected molecules or ions with the total composition C2H2N2O3.

The value obtained for the HOMO-LUMO gap is 9.55 eV. As for the spin multiplicity: 1. The HOMO energy is -9.664 eV.

Last column: Löwdin charge in e.
CARTESIAN COORDINATES (ANGSTROEM)
C 1.18 0.58 0.02  -0.153
C -1.90 -0.24 -0.03  -0.467
N 1.48 -0.52 0.09  -0.110
N -1.36 -1.09 -0.67  0.177
O 1.11 1.83 -0.32  0.150
O -2.46 0.62 0.48  0.160
O 1.54 -1.67 0.43  -0.033
H 1.01 2.32 0.52  0.148
H -0.58 -1.83 -0.53  0.127

Version b
DFT (ωB97M-V/def2-TZVPD) results for 2 unconnected molecules or ions with the total composition C2H2N2O3.

The value obtained for the HOMO-LUMO gap (alpha / beta) is 6.03 / 8.75 eV. As for the spin multiplicity: 1. The HOMO energy (alpha / beta) is -10.070 / -11.779 eV.

Last column: Löwdin charge in e.
CARTESIAN COORDINATES (ANGSTROEM)
C 2.06 -0.70 0.13  -0.172
C -0.73 -0.24 -0.42  -0.073
N 3.09 -1.12 0.03  -0.045
N -0.45 1.11 -0.08  -0.396
O 0.09 1.88 -0.89  0.087
O -0.75 1.46 1.04  0.094
O -1.52 -0.97 0.30  0.146
H -0.26 -0.82 -1.34  0.193
H -1.52 -0.61 1.23  0.165

Need the numbers? Relative energies in eV: version a 0.000; version b 4.254.